Entry 1:
C10H11F6NO4PPdS2Te4 as an isolated structure. Source: the Open Molecules 2025 dataset; level of theory: ωB97M-V/def2-TZVPD.

The energy above the lowest of the compared OMol25 structures with the same formula, charge and spin comes out at 32.40 kcal per mole. For the HOMO energy (spin up / spin down), the calculation gives -0.1319 / -0.1433 Eh. The expectation value of S² is 2.0181. The value obtained for the HOMO-LUMO gap (spin up / spin down) is 5.59 / 5.29 eV.

```
! RIJCOSX wB97M-V def2-TZVPD def2/J DEFGRID3
* xyz -1 3
Pd 0.03995 -0.10963 0.81170
F -0.46724 -1.33974 3.32878
C -1.59438 -1.79053 2.80808
F -1.64463 -3.10701 3.02248
F -2.61151 -1.19470 3.44709
S -1.93808 -1.59009 0.96701
O -0.81782 -2.24473 0.29143
O -3.20957 -2.25277 0.89500
N -2.06764 -0.03869 0.58918
S -2.15205 1.53046 0.77735
O -0.91938 2.18551 0.36673
O -3.36919 2.06830 0.23154
C -2.14904 1.89527 2.59775
F -3.27095 1.46828 3.17794
F -2.04277 3.21198 2.74990
F -1.10853 1.31844 3.18881
Te 2.08262 0.19051 1.66016
Te 6.49192 0.79403 4.41176
Te 4.26813 0.47923 3.05233
Te 1.49225 0.29486 -0.84544
C 0.60337 -0.08712 -3.67647
P -0.43710 0.05237 -2.16497
C -1.20467 1.66229 -2.50455
C -1.62964 -1.28154 -2.38195
C -1.07531 -2.55159 -2.55331
C -1.90484 -3.65800 -2.59227
C -3.27630 -3.49213 -2.44340
C -3.82175 -2.23338 -2.26816
C -2.99956 -1.11452 -2.21741
H 1.33613 -0.88425 -3.58267
H 1.13751 0.85400 -3.80171
H -0.02902 -0.26596 -4.55077
H -1.47386 1.68598 -3.56392
H -0.45479 2.42318 -2.30243
H -2.08527 1.87332 -1.90487
H -0.00063 -2.67185 -2.61258
H -1.47698 -4.64504 -2.70870
H -3.92433 -4.35952 -2.43986
H -4.88924 -2.11074 -2.14098
H -3.41200 -0.13115 -2.03126
*
```

=====

Entry 2:
C2H4AgF3NO5S2 as an isolated structure. Source: the Open Molecules 2025 dataset; level of theory: ωB97M-V/def2-TZVPD.

The energy above the lowest of the compared OMol25 structures with the same formula, charge and spin comes out at 0.00 kcal per mole. For the HOMO energy, the calculation gives -0.1846 Eh. The value obtained for the HOMO-LUMO gap is 8.10 eV.

```
! RIJCOSX wB97M-V def2-TZVPD def2/J DEFGRID3
* xyz -1 1
N 0.23288 0.93441 -0.54610
S 1.97189 0.24261 -0.42152
O 2.51660 1.62529 -0.07651
O 1.78260 -0.71688 0.71926
S -1.04582 0.02647 -0.71538
O -0.68454 -1.40130 -0.65635
O -1.91555 0.51897 -1.77818
C -2.04407 0.28083 0.84344
F -1.29123 0.05786 1.90726
F -2.50041 1.52354 0.88450
F -3.06841 -0.55849 0.84431
Ag 0.95377 -3.01595 0.48469
O 1.48924 -5.12781 0.47599
H 2.19600 -5.65129 0.85192
C 0.47640 2.56336 -0.69871
H 0.82043 2.85176 0.30268
H -0.37692 3.25142 -0.62241
H 0.48715 2.59521 -1.79890
*
```

=====

Entry 3:
A 12-piece molecular cluster, C5H32NO12 overall. Source: the Open Molecules 2025 dataset; level of theory: ωB97M-V/def2-TZVPD.

The energy above the lowest of the compared OMol25 structures with the same formula, charge and spin comes out at 63.02 kcal per mole. For the HOMO energy, the calculation gives -0.2306 Eh. The value obtained for the HOMO-LUMO gap is 8.88 eV.

```
! RIJCOSX wB97M-V def2-TZVPD def2/J DEFGRID3
* xyz -1 1
C 0.60157 1.54204 -0.19200
O 0.02079 2.85899 -0.46886
C 2.02603 1.59279 0.31087
C 2.49541 0.10477 0.58650
C 2.23749 -0.25758 1.97969
C 1.14189 -0.94107 2.30097
N 3.15552 0.22051 2.94750
H 0.44190 0.85985 -1.01595
H -0.07236 1.07240 0.52901
H 2.14203 2.31971 1.14216
H 2.60651 1.84214 -0.58218
H 1.95632 -0.53425 -0.09941
H 3.60188 -0.01077 0.46508
H 0.87162 -1.39474 3.21322
H 0.67267 -1.28243 1.40469
H 3.78608 0.96086 2.65690
H 3.04716 -0.13952 3.86468
H 0.37806 0.87433 -3.22370
H -0.39542 1.70650 -4.11797
O 0.49969 1.67168 -3.77883
H -0.99032 -2.32088 -3.85162
H -0.87519 -2.32334 -2.31290
O -0.40217 -2.59799 -3.14211
H 2.32823 1.49200 -2.71179
H 2.10457 0.10220 -2.34415
O 2.84459 0.70786 -2.44839
H -2.56021 2.32379 0.52365
H -2.80285 0.77842 0.10737
O -2.81922 1.68907 -0.18842
H -0.55875 1.01637 4.02932
H -0.79783 0.31028 2.79123
O -1.00840 1.16160 3.16022
H -1.60139 -0.27670 -2.32157
H -1.25448 -1.12655 -0.12674
O -1.51371 -1.46982 -0.98963
H -3.08676 -2.10879 0.20050
H -4.15715 -1.51290 -0.83527
O -3.97799 -1.71694 0.09959
H -1.74413 1.23139 -2.25006
H -0.92768 2.62001 -0.61457
O -1.52356 0.52807 -2.89160
H -0.02975 -3.78267 -0.41892
H -1.01659 -2.54744 -0.10802
O -0.76202 -3.57080 0.17270
H -0.63606 3.11090 1.88719
H -1.52506 4.28982 1.58280
O -1.56319 3.38772 1.91405
H 0.24415 -4.35555 1.77005
H 1.27047 -3.32627 1.87834
O 1.12157 -4.24183 2.14651
*
```

=====

Entry 4:
C7H19NOP as an isolated structure. Source: the Open Molecules 2025 dataset; level of theory: ωB97M-V/def2-TZVPD.

The energy above the lowest of the compared OMol25 structures with the same formula, charge and spin comes out at 75.09 kcal per mole. For the HOMO energy, the calculation gives -0.4704 Eh. The value obtained for the HOMO-LUMO gap is 9.47 eV.

```
! RIJCOSX wB97M-V def2-TZVPD def2/J DEFGRID3
* xyz 1 1
C -3.31673 1.03046 1.93312
C 3.00762 1.13400 -1.81260
C 1.72990 -1.62865 -0.60935
C -2.02192 0.33254 2.42772
C 1.90646 0.24766 -2.36347
C -1.66116 -1.12645 1.97182
C 0.11609 0.14017 -0.61466
N 1.13233 -0.59253 -1.46091
O 0.67478 0.85168 0.46224
P -1.39250 -1.53667 0.15594
H -4.07353 0.30447 1.61771
H -3.81219 1.62165 2.62805
H -3.13716 1.70887 1.09711
H 3.25215 1.93379 -2.49181
H 2.63543 1.73793 -1.00117
H 3.86956 0.45619 -1.56690
H 2.26551 -1.23298 0.30471
H 0.85016 -2.15429 -0.27085
H 2.40987 -2.28738 -1.03444
H -1.09265 0.93113 2.12584
H -2.02029 0.28062 3.49951
H 2.29522 -0.26612 -3.30202
H 1.14145 0.95493 -2.92169
H -0.88590 -1.59041 2.47402
H -2.54143 -1.70692 2.23353
H -0.30098 0.95321 -1.28354
H 0.39830 -1.02023 -2.05860
H 1.15595 1.69403 0.30773
H -2.58433 -1.17070 -0.44705
*
```

=====

Entry 5:
C2H4N4O in the gas phase. Source: the Open Molecules 2025 dataset; level of theory: ωB97M-V/def2-TZVPD.

The energy above the lowest of the compared OMol25 structures with the same formula, charge and spin comes out at 95.34 kcal per mole. The SMILES is COn1cnnn1. For the HOMO energy, the calculation gives -0.3892 Eh. The value obtained for the HOMO-LUMO gap is 11.33 eV.

```
! RIJCOSX wB97M-V def2-TZVPD def2/J DEFGRID3
* xyz 0 1
C -1.81985 -0.29017 0.24770
O -0.83011 0.24472 -0.71756
N 0.44040 0.06440 -0.33302
C 1.34160 0.97872 -0.11218
N 2.48459 0.36516 0.11446
N 2.27630 -0.94945 -0.11705
N 1.00804 -1.15410 -0.37572
H -1.71171 -1.35548 0.35007
H -1.56305 0.14049 1.23179
H -2.77233 -0.05822 -0.11160
H 1.14612 2.01392 -0.17690
*
```

=====

Entry 6:
A 2-piece molecular cluster, C4H4F3N overall. Source: the Open Molecules 2025 dataset; level of theory: ωB97M-V/def2-TZVPD.

The energy above the lowest of the compared OMol25 structures with the same formula, charge and spin comes out at 83.22 kcal per mole. For the HOMO energy (spin up / spin down), the calculation gives -0.3509 / -0.3509 Eh. The value obtained for the HOMO-LUMO gap (spin up / spin down) is 9.33 / 9.33 eV.

```
! RIJCOSX wB97M-V def2-TZVPD def2/J DEFGRID3
* xyz 0 1
C -2.71478 0.12086 -0.98178
C -1.56195 0.00256 -0.71026
C 0.55186 -0.46751 0.04346
C 0.60873 0.28583 1.29612
N 1.39233 -0.06897 -0.97663
F 1.87319 0.16653 1.86048
F -0.16640 -0.29666 2.19931
F 0.38215 1.64928 1.06908
H -3.72904 0.00274 -1.45881
H 0.18928 -1.50683 0.22266
H 1.68624 -0.80362 -1.55213
H 1.48839 0.91579 -1.01152
*
```

=====

| no. | electronic energy (eV) |
| --- | --- |
| 1 | -100141.65934 |
| 2 | -47686.59608 |
| 3 | -31765.26838 |
| 4 | -20383.70990 |
| 5 | -10143.00027 |
| 6 | -13850.49439 |